11
Properties=species:S:1:pos:R:3:forces:R:3 method="wB97M-V/def2-TZVPD" orbital_gap_ev=11.15 smiles="C[C@@H](C#N)C=O" spin_multiplicity=1 relative_energy_kj_mol=72.3 e_homo_ev=-10.631 e_lumo_ev=0.52
C -0.49678 -1.05957 -0.58333 -0.053 -0.089 -0.007
C -0.06136 0.36840 -0.25526 -0.018 -0.037 -0.003
C -0.96589 1.08914 0.65340 -0.584 0.549 0.666
N -1.59051 1.68339 1.42513 0.529 -0.612 -0.803
C 1.29510 0.39474 0.46105 0.266 -0.348 0.224
O 1.77496 -0.57849 0.97832 -0.156 0.471 -0.332
H -0.69630 -1.62678 0.32747 0.030 0.095 -0.105
H 0.31666 -1.55943 -1.11606 -0.131 0.064 0.063
H -1.38780 -1.06951 -1.21513 0.087 0.070 0.133
H 0.01855 0.97510 -1.16679 0.060 -0.079 0.114
H 1.79338 1.38301 0.49119 -0.031 -0.085 0.051